[1]
DFT (wB97M-V/def2-TZVPD) results for the molecule C5H11NOS in a non-equilibrium geometry.

Positions of all 19 atoms, in Å:
C -0.5707 -1.0081 -1.2888
C -0.1059 -0.4068 0.2153
C -1.0932 0.8863 0.6747
C -0.4052 2.0477 0.1507
C 1.2497 0.3397 0.1561
H 0.0210 0.8540 -1.9156
H 0.0961 -1.9716 -1.6049
H -1.6951 -1.2914 -1.0675
H 1.3654 -1.1496 2.0558
H -2.0894 0.6229 0.4620
H -1.1951 1.0881 1.8831
H 0.0001 2.9445 0.6391
H -1.0122 2.5690 -0.6690
H 1.3521 2.3964 -0.7406
H 1.6549 0.6655 1.2280
H 1.8687 -0.2861 -0.6345
N 0.7991 1.6164 -0.5156
O -0.6316 0.0720 -2.0809
S 0.2903 -1.8428 1.3233

Values from the calculation:
Relative energy (zero: lowest compared OMol25 entry of this formula, charge and spin) = 4.486 eV
Kohn-Sham gap = 9.44 eV
Max |F| = 0.1123 Eh/bohr
SMILES = OC[C@]1(S)CCNC1


[2]
DFT (wB97M-V/def2-TZVPD) results for a structure of composition C10H8EuN2O5 in a non-equilibrium geometry.

Positions of all 26 atoms, in Å:
Eu -0.2926 2.5382 -0.4366
C 1.4642 3.5732 -1.6228
O 2.3744 3.9713 -2.1993
C -1.5230 5.0441 -0.2352
O -1.9890 6.0937 -0.1812
C 0.6774 3.1966 1.9961
O 1.1808 3.3814 3.0081
C -1.8797 2.2747 -2.5864
O -2.5058 2.0573 -3.5234
H -3.1831 1.2626 1.4349
H -3.3855 2.0057 1.3900
N 0.8843 -4.7239 1.1428
C 1.0781 -4.0367 -0.0042
O 1.5535 -4.5667 -1.0041
C 0.6966 -2.6034 0.0365
C 0.2124 -1.9172 1.1524
C -0.0704 -0.5516 1.0651
N 0.1145 0.1370 -0.0957
C 0.5787 -0.5211 -1.1925
C 0.8762 -1.8803 -1.1387
H 1.0990 -5.7038 1.1474
H 0.4588 -4.3316 1.9496
H 0.0751 -2.4264 2.0969
H -0.4625 0.0130 1.9236
H 0.6920 0.0837 -2.1080
H 1.2755 -2.3697 -2.0152

Values from the calculation:
Relative energy (zero: lowest compared OMol25 entry of this formula, charge and spin) = 0.000 eV
Kohn-Sham gap (alpha / beta) = 6.71 / 6.86 eV
Max |F| = 0.1399 Eh/bohr
Charge = +2
Spin multiplicity = 8


[3]
DFT (wB97M-V/def2-TZVPD) results for a structure of composition C55H42N6OPtS.

Positions of all 106 atoms, in Å:
Pt 1.4349 -0.5367 -0.4114
C 3.8022 -2.0828 -7.5995
C 2.7187 -1.2424 -7.3784
C 2.3029 -0.9669 -6.0852
C 2.9562 -1.5393 -4.9948
C 4.0419 -2.3807 -5.2255
C 4.4647 -2.6492 -6.5199
C 2.5015 -1.2529 -3.6093
C 2.5839 0.1153 -3.1705
C 3.1241 1.1661 -3.9281
C 3.0319 2.3032 -3.1486
C 2.4458 1.9121 -1.9370
C 2.2323 2.7755 -0.8217
C 2.5700 4.2128 -1.0153
C 3.6732 4.7720 -0.3761
C 3.9961 6.1073 -0.5757
C 3.2139 6.8942 -1.4101
C 2.1080 6.3424 -2.0431
C 1.7900 5.0060 -1.8515
C 1.7606 2.3900 0.4114
N 1.3913 1.1208 0.7750
C 0.9583 1.1931 2.0726
C 0.4591 0.1537 2.8265
C 0.0100 0.4519 4.2143
C 0.9266 0.7924 5.2051
C 0.4971 1.0715 6.4954
C -0.8543 1.0169 6.8094
C -1.7753 0.6800 5.8263
C -1.3432 0.3954 4.5389
C 0.3238 -1.2023 2.3778
C -0.1877 -2.2600 3.1455
C -0.1435 -3.3867 2.3392
C 0.4030 -2.9782 1.1171
N 0.7107 -1.6485 1.1488
C 0.6193 -3.8403 -0.0002
C 1.1577 -3.4773 -1.2089
C 1.3497 -4.3825 -2.3244
C 1.8784 -3.6679 -3.3279
C 2.0312 -2.3031 -2.8503
N 1.5793 -2.2203 -1.5636
C 0.1874 -5.2575 0.1751
C 1.0602 -6.2067 0.6963
C 0.6489 -7.5241 0.8482
C -0.6383 -7.8987 0.4840
C -1.5136 -6.9515 -0.0305
C -1.1022 -5.6343 -0.1835
C 1.0609 2.5644 2.5382
C 1.5352 3.2957 1.5185
N 2.1861 0.5669 -1.9492
H 4.1287 -2.2944 -8.6094
H 2.1950 -0.7985 -8.2154
H 1.4559 -0.3147 -5.9117
H 4.5646 -2.8142 -4.3813
H 5.3148 -3.2991 -6.6824
H 3.5421 1.0805 -4.9168
H 3.3563 3.3001 -3.3960
H 4.2807 4.1524 0.2731
H 4.8601 6.5313 -0.0801
H 3.4651 7.9354 -1.5666
H 1.4880 6.9541 -2.6858
H 0.9211 4.5736 -2.3319
H 1.9804 0.8345 4.9573
H 1.2206 1.3307 7.2574
H -1.1881 1.2336 7.8159
H -2.8314 0.6367 6.0620
H -2.0599 0.1310 3.7694
H -0.5277 -2.1913 4.1656
H -0.4610 -4.3882 2.5791
H 1.0941 -5.4298 -2.3163
H 2.1256 -4.0069 -4.3196
H 2.0617 -5.9071 0.9816
H 1.3346 -8.2586 1.2512
H -0.9583 -8.9262 0.6012
H -2.5180 -7.2380 -0.3156
H -1.7781 -4.8867 -0.5836
H 0.7797 2.9048 3.5218
H 1.7054 4.3591 1.4875
C -5.8846 -0.0174 1.3141
C -4.7140 -0.5974 2.1031
C -3.5258 -0.9626 1.2275
N -2.9016 0.2509 0.7161
C -2.1032 0.2897 -0.3495
S -1.6929 -1.0106 -1.2950
N -1.5833 1.5361 -0.7046
C -1.8229 2.8217 -0.2758
O -1.1564 3.7375 -0.7104
C -2.9597 3.0582 0.6729
C -4.2724 3.0261 0.2162
C -5.3135 3.2570 1.1034
C -5.0456 3.4983 2.4455
C -3.7330 3.5301 2.8978
C -2.6864 3.3207 2.0094
H -6.7339 0.2029 1.9628
H -6.2174 -0.7235 0.5501
H -5.6027 0.9112 0.8100
H -5.0262 -1.4998 2.6327
H -4.3943 0.1156 2.8735
H -3.8382 -1.5647 0.3745
H -2.7852 -1.5426 1.7797
H -3.0246 1.0910 1.2634
H -0.8501 1.4678 -1.4026
H -4.4751 2.8164 -0.8273
H -6.3364 3.2391 0.7493
H -5.8608 3.6630 3.1383
H -3.5205 3.7221 3.9419
H -1.6598 3.3500 2.3485

Values from the calculation:
Kohn-Sham gap (alpha / beta) = 4.80 / 4.78 eV
Max |F| = 0.0074 Eh/bohr
Spin multiplicity = 3


Which formula does entry 2 have?
C10H8EuN2O5